C27H48CaF12O24P2 as an isolated structure. Source: the OMol25 dataset; level of theory: ωB97M-V/def2-TZVPD.

The calculation puts the HOMO energy at -10.25 eV. As for the LUMO energy: -0.124 eV. The value obtained for the gap between HOMO and LUMO is 10.13 eV.

```
! RIJCOSX wB97M-V def2-TZVPD def2/J DEFGRID3
* xyz 0 1
Ca -10.28577 -21.47722 -1.51013
P -11.14590 -20.54518 1.48988
F -9.71278 -19.90631 1.03778
F -10.64039 -21.93834 0.84234
F -10.51802 -20.89167 2.92812
F -12.55980 -21.23530 1.79312
F -11.76586 -19.18043 2.09002
F -11.67496 -20.16309 -0.00166
P -12.67347 -22.07275 -3.50704
F -12.60283 -22.83655 -4.86865
F -13.71453 -20.99928 -4.08406
F -13.81670 -23.07316 -2.98030
F -12.64377 -21.36517 -2.05581
F -11.53254 -23.11194 -2.85323
F -11.43408 -21.04167 -3.82006
C -16.01614 -18.60706 -2.68022
C -16.17517 -18.72227 -1.16126
C -14.89318 -19.18186 -0.42815
O -14.56674 -18.11272 0.42576
C -15.52461 -17.20131 0.42845
O -15.53747 -16.22133 1.12186
O -16.39369 -17.39576 -0.58548
H -16.98083 -18.47935 -3.17621
H -15.61308 -19.52101 -3.11772
H -15.41361 -17.75030 -2.97935
H -17.07604 -19.27864 -0.91284
H -14.07302 -19.32906 -1.12819
H -15.11728 -20.11178 0.09699
C -13.88005 -23.68383 3.76308
C -12.41130 -23.31601 3.67290
C -11.54431 -23.76444 4.88478
O -10.32425 -24.19004 4.26527
C -10.51843 -24.33644 2.95478
O -9.66821 -24.60357 2.15857
O -11.76336 -24.00209 2.61126
H -14.05303 -24.67364 4.18422
H -14.36098 -23.67129 2.78760
H -14.28700 -22.89486 4.39112
H -12.22927 -22.24916 3.52128
H -12.05973 -24.52083 5.47900
H -11.34957 -22.93837 5.56645
C -8.74646 -19.34491 5.37941
C -7.79119 -19.54807 6.53062
C -6.32468 -19.75918 6.21736
O -5.61792 -18.88056 7.09286
C -6.51115 -18.05193 7.68428
O -6.23738 -17.14699 8.39435
O -7.77656 -18.27998 7.25010
H -8.71026 -20.22383 4.71825
H -8.48988 -18.57377 4.65490
H -9.77616 -19.32818 5.72644
H -8.15085 -20.24472 7.28982
H -6.06832 -19.64941 5.16355
H -6.08529 -20.78925 6.48951
C -13.03803 -16.76350 2.99185
O -12.79343 -15.36787 3.11139
C -12.07924 -14.94142 4.12956
O -11.52225 -15.65098 4.93081
O -12.07980 -13.61480 4.16952
C -11.17316 -13.02344 5.09942
H -12.13306 -17.32409 2.76434
H -13.81770 -16.84516 2.24068
H -13.43442 -17.11973 3.94402
H -11.12433 -11.96892 4.84276
H -10.18292 -13.45817 4.96881
H -11.54764 -13.17079 6.11049
C -4.68127 -21.93756 -0.60741
O -5.93100 -21.29888 -0.96990
C -7.00631 -21.38285 -0.19532
O -8.13686 -21.33042 -0.56218
O -6.62130 -21.55188 1.05504
C -7.61258 -21.79746 2.08091
H -3.95845 -21.42820 -1.23600
H -4.81396 -22.94248 -1.01683
H -4.42224 -22.01001 0.44137
H -7.01126 -22.01933 2.96172
H -8.16629 -22.67779 1.75668
H -8.18035 -20.89673 2.29119
C -7.10705 -18.73850 -2.73938
O -7.84089 -17.84635 -1.89680
C -9.10683 -18.12401 -1.64744
O -9.70794 -19.12505 -1.95527
O -9.56910 -17.14009 -0.91731
C -10.88556 -17.12899 -0.42092
H -6.30995 -19.21820 -2.17283
H -6.67942 -18.11806 -3.52234
H -7.74139 -19.54062 -3.11247
H -11.48372 -16.33143 -0.86692
H -10.87368 -16.87260 0.63966
H -11.45141 -18.05326 -0.49905
C -14.27945 -19.77702 3.60605
O -15.31284 -19.67612 4.56461
C -16.21002 -20.64956 4.58253
O -16.20903 -21.61835 3.85549
O -17.07120 -20.46482 5.55716
C -18.07672 -21.39475 5.86932
H -13.98955 -20.82379 3.48641
H -13.40736 -19.24380 3.96919
H -14.52118 -19.44400 2.59557
H -18.60150 -21.00060 6.74100
H -17.68328 -22.36594 6.16401
H -18.83278 -21.41022 5.08353
C -12.59197 -24.33226 -0.28442
O -11.49800 -25.23759 -0.28754
C -10.26968 -24.88325 -0.56586
O -9.92646 -23.77197 -0.90063
O -9.49295 -25.91004 -0.28075
C -8.10772 -25.71609 -0.50195
H -13.32795 -24.52992 0.49068
H -13.12933 -24.43247 -1.22558
H -12.18607 -23.33183 -0.15254
H -7.82207 -25.72869 -1.55626
H -7.54803 -26.44666 0.06947
H -7.83855 -24.70623 -0.17713
*
```